# 1
Molecular formula: C28H36BrN6O5SZr
Method: DFT, wB97M-V/def2-TZVPD

```
78
Properties=species:S:1:pos:R:3:forces:R:3:lowdin_charge:R:1
Zr 0.409 -0.321 -0.835 0.89 -1.09 -0.54 1.618
Br 2.035 1.730 -1.973 0.12 0.22 0.06 0.971
S -0.089 -2.896 -0.379 -0.01 -0.16 -0.11 0.737
O -1.321 -0.111 0.023 -0.75 0.34 0.51 -0.387
O -1.030 -0.208 4.164 -0.01 0.03 -0.04 0.058
O 1.911 -0.824 0.540 0.07 -0.22 -0.02 -0.228
O 1.648 -1.391 -2.244 0.25 0.17 -0.22 -0.274
O -0.685 -0.003 -2.705 -0.26 -0.11 -0.09 -0.359
N -0.238 1.176 1.660 0.24 -0.12 0.25 0.030
N 1.890 -1.024 2.781 -0.08 -0.03 0.14 0.246
N 3.108 -2.489 1.482 0.05 -0.02 0.01 0.240
N -2.730 -2.655 0.185 -0.03 -0.04 0.01 0.091
N 0.571 1.491 0.594 -0.33 -0.16 0.17 -0.125
N 3.493 -1.716 -3.456 0.04 0.01 -0.03 0.251
C -1.987 -4.847 -0.147 0.05 -0.10 0.00 -0.057
C -2.234 -0.906 -4.284 0.14 0.13 -0.07 -0.122
C -2.351 0.102 2.236 -0.20 0.04 -0.25 -0.125
C -4.291 -4.399 0.416 -0.05 -0.14 0.00 -0.006
C -2.275 -0.022 3.619 0.07 -0.11 0.10 -0.258
C 4.214 6.526 2.604 0.01 0.03 0.00 -0.032
C -3.991 -3.070 0.447 0.03 0.13 0.00 -0.015
C 1.286 2.548 0.618 0.15 0.33 -0.02 -0.135
C 3.771 6.115 0.280 -0.05 0.05 -0.12 -0.011
C -1.705 -3.482 -0.104 -0.06 0.11 0.11 -0.620
C 3.927 5.200 2.905 -0.01 -0.03 -0.02 -0.050
C 1.920 -3.542 -3.269 -0.02 -0.09 -0.08 0.031
C -2.003 -0.689 -2.806 -0.06 0.04 -0.14 -0.136
C -0.237 0.363 -4.066 -0.08 0.02 0.02 -0.161
C -1.480 0.267 -4.915 -0.12 -0.01 -0.07 -0.123
C 2.351 -2.151 -2.962 0.06 -0.04 0.05 -0.501
C 2.293 -1.448 1.591 0.03 0.27 -0.08 -0.581
C -1.094 0.014 1.420 -0.17 0.35 0.28 -0.400
C -3.593 0.289 1.637 -0.01 0.17 -0.05 -0.043
C 3.061 3.906 -0.521 0.05 0.27 0.12 -0.045
C -3.265 -5.298 0.111 0.05 -0.04 -0.02 0.011
C -4.656 0.215 3.781 0.03 0.00 0.03 -0.036
C -3.424 0.034 4.391 -0.09 0.00 0.08 0.013
C 3.436 4.790 0.576 0.07 -0.10 0.02 -0.222
C -4.748 0.345 2.401 -0.01 0.00 -0.03 -0.061
C 4.139 6.980 1.293 0.00 0.05 0.04 -0.037
C 3.541 4.334 1.898 -0.02 -0.01 -0.04 -0.045
C 2.190 2.893 -0.444 -0.19 -0.24 -0.10 -0.533
H -3.357 -0.066 5.469 -0.01 0.01 -0.05 0.132
H -1.814 -1.857 -4.612 -0.01 -0.02 0.00 0.127
H -5.710 0.509 1.932 0.05 0.00 0.02 0.118
H 3.522 4.102 -1.485 0.04 0.01 0.05 0.127
H -2.063 1.186 -4.845 0.01 -0.01 0.00 0.135
H 1.230 -0.258 2.851 0.03 -0.01 -0.04 0.097
H -1.935 -1.616 -2.247 0.04 -0.08 0.10 0.087
H -1.105 -0.262 5.125 0.01 -0.02 0.00 0.126
H 3.440 -2.757 0.572 -0.02 0.00 -0.01 0.133
H 4.522 7.202 3.391 -0.01 -0.02 -0.02 0.123
H -5.548 0.263 4.393 0.01 0.00 -0.01 0.125
H 4.382 8.009 1.060 0.00 -0.02 0.00 0.123
H 2.680 -4.095 -3.816 -0.03 0.00 -0.01 0.102
H -2.740 -0.029 -2.360 -0.01 0.13 0.08 0.135
H 3.818 -0.781 -3.259 0.00 0.03 0.01 0.128
H 0.526 -0.354 -4.365 0.04 -0.06 0.01 0.122
H -1.229 0.101 -5.961 -0.03 -0.01 0.00 0.138
H 0.183 1.362 -4.019 -0.01 0.04 0.05 0.088
H -0.629 1.932 2.207 -0.12 0.20 -0.22 0.164
H -1.182 -5.530 -0.376 -0.05 -0.01 0.01 0.119
H -3.641 0.434 0.563 -0.01 -0.04 0.03 0.119
H 1.211 3.251 1.444 0.03 0.01 0.04 0.151
H 3.718 6.469 -0.743 0.03 -0.02 0.05 0.127
H 1.005 -3.505 -3.862 0.01 0.01 0.01 0.109
H -5.297 -4.735 0.625 0.04 0.02 0.00 0.133
H 1.676 -4.058 -2.341 0.01 0.03 0.00 0.069
H 3.465 -2.984 2.283 0.00 0.01 0.00 0.143
H -0.552 -0.876 1.749 0.13 -0.23 0.04 0.108
H -3.296 -0.897 -4.516 -0.01 -0.03 -0.05 0.136
H 2.173 -1.483 3.631 -0.01 -0.02 0.01 0.144
H 3.391 3.283 2.120 0.02 0.02 0.02 0.110
H 4.066 -2.300 -4.046 -0.01 -0.02 0.00 0.145
H -4.709 -2.297 0.682 0.05 0.03 0.00 0.137
H -3.474 -6.361 0.080 0.02 0.03 0.00 0.136
H -2.523 -1.661 0.215 -0.01 0.17 0.00 0.092
H 4.034 4.840 3.919 -0.01 0.00 -0.02 0.117
```
Forces are in eV/Å.

Highest occupied orbital energy = -15.5 eV
Charge = +3
Calculated total energy = -4811.91601 a.u.
HOMO-LUMO gap = 7.27 eV

***

# 2
Molecular formula: C28H36CaN4O5S2
Method: DFT, wB97M-V/def2-TZVPD

```
76
Properties=species:S:1:pos:R:3:forces:R:3:lowdin_charge:R:1
Ca 6.960 -4.189 -1.545 0.17 -0.23 -0.65 1.783
S 3.767 4.368 0.807 -0.29 0.28 0.49 0.997
S 4.210 -1.996 -3.183 -2.13 -1.57 -1.07 0.570
O 2.831 -1.734 -3.408 0.17 0.92 0.44 -0.208
O 4.705 -3.153 -3.886 1.81 -0.05 0.56 -0.291
O -4.803 -2.359 -1.317 0.39 0.73 -0.02 -0.181
O 5.081 -0.727 -3.480 -0.14 -0.33 0.26 -0.108
O 2.902 6.544 -0.633 -0.52 0.20 0.48 0.055
N 1.520 1.267 1.235 0.13 -1.49 -0.04 0.229
N 4.145 6.396 -2.433 -0.24 0.14 0.17 0.053
N 1.864 -1.556 1.162 -0.03 0.66 -0.10 0.193
N 4.489 5.369 -1.581 -0.01 -0.26 0.11 0.037
C -5.383 1.711 1.130 0.46 0.33 -0.62 -0.247
C -3.274 0.652 2.093 0.63 0.87 0.09 -0.126
C -0.812 0.914 1.616 -0.19 0.47 0.39 -0.115
C 3.732 5.478 -0.540 0.56 -0.32 -0.68 -0.689
C -0.438 -3.903 0.087 0.06 0.22 0.02 -0.120
C 4.228 -1.348 0.868 -0.30 0.06 -0.04 -0.126
C 0.636 -0.997 1.347 0.39 -0.59 -0.06 -0.141
C -1.899 0.093 1.798 -0.79 -0.92 0.04 -0.073
C 4.759 -1.189 -0.572 0.80 -0.38 0.81 -0.203
C -4.672 -1.410 -2.371 -0.43 -0.67 -0.05 -0.093
C 0.491 0.393 1.389 -0.65 0.75 0.09 -0.125
C 3.222 7.067 -1.829 1.02 -0.45 -1.04 -0.173
C -0.211 -3.342 1.479 1.53 -0.32 -0.75 -0.142
C -0.486 -1.854 1.519 -0.03 -0.54 0.32 -0.109
C -0.370 -3.165 -1.052 0.10 -0.34 -0.01 0.016
C 2.683 0.687 1.067 1.00 0.78 -0.08 -0.211
C 3.572 2.773 -0.049 0.30 0.16 -0.11 -0.452
C -2.929 -2.256 1.973 -0.51 0.70 -0.04 -0.110
C 4.415 -2.400 -1.447 0.18 1.49 0.04 -0.244
C -3.846 1.605 1.016 -0.50 0.03 0.84 -0.197
C -4.059 -2.169 0.923 0.13 -0.49 0.02 -0.137
C -0.974 3.507 1.410 0.21 0.69 -0.12 0.166
C -1.745 -1.339 1.746 0.65 0.02 -0.25 -0.081
C -0.936 2.341 1.659 0.05 -0.64 -0.46 -0.076
C -5.945 2.214 -0.207 0.28 0.10 0.58 -0.099
C -3.638 -2.465 -0.507 -0.74 -0.51 0.16 -0.238
C 3.882 1.620 0.938 -1.20 0.61 -0.37 -0.174
C 2.868 -0.714 1.041 -0.48 -0.78 0.00 -0.218
H 0.837 -3.555 1.717 -0.06 0.28 0.43 0.102
H -2.840 -1.797 -0.843 0.04 -0.01 -0.07 0.105
H -0.620 -4.975 0.002 -1.55 0.28 0.20 0.108
H -0.935 4.523 1.102 -0.15 0.13 0.24 0.049
H -4.605 -1.228 0.926 0.15 0.07 0.01 0.096
H -5.564 3.224 -0.375 -0.05 0.01 -0.11 0.077
H -4.786 -2.939 1.190 -0.10 0.09 0.03 0.130
H -3.162 1.244 3.010 -0.11 -0.02 0.02 0.141
H -2.649 -3.299 2.065 0.25 -0.01 -0.08 0.104
H 2.556 2.716 -0.430 0.02 -0.08 -0.05 0.075
H 4.113 -2.416 1.075 -0.07 0.05 0.19 0.112
H 0.487 -2.552 -1.326 -0.69 1.31 0.86 0.051
H 4.425 -0.255 -1.015 -0.17 -0.10 -0.16 0.112
H -3.359 -1.981 2.941 -0.03 -0.11 0.00 0.130
H -5.677 -1.083 -2.634 0.02 0.06 0.00 0.090
H -4.076 -0.543 -2.079 0.05 -0.01 -0.01 0.076
H -3.321 -3.512 -0.581 0.40 0.13 0.02 0.122
H -3.995 -0.119 2.321 0.14 -0.08 0.02 0.079
H -4.247 -1.920 -3.241 0.19 0.31 -0.08 0.088
H 4.029 2.053 1.931 0.47 -0.24 0.03 0.110
H 5.251 -3.126 -1.467 -0.66 0.09 0.33 -0.066
H -3.516 1.370 0.001 -0.07 -0.30 0.03 0.114
H 4.454 -0.028 -3.755 0.25 0.21 -0.06 0.140
H -1.191 -3.176 -1.764 0.71 -1.24 -0.83 0.058
H -5.560 1.589 -1.014 -0.36 -0.07 -0.13 0.057
H 5.856 -1.113 -0.516 -0.03 0.20 -0.21 0.114
H -5.831 0.768 1.449 -0.06 -0.03 -0.14 0.099
H -0.790 -3.892 2.213 -0.18 -0.10 -0.12 0.113
H 2.804 7.942 -2.296 -0.51 0.14 0.71 0.139
H -3.475 2.596 1.251 0.23 0.08 -0.35 0.087
H 4.762 1.119 0.553 0.26 -0.06 0.53 0.086
H 4.305 2.753 -0.854 -0.19 0.11 -0.16 0.065
H -7.031 2.272 -0.198 -0.02 -0.15 -0.19 0.074
H -5.592 2.463 1.893 -0.20 -0.21 0.18 0.111
H 3.502 -2.910 -1.135 -0.03 -0.11 -0.15 0.131
H 4.903 -0.947 1.626 0.25 0.08 -0.26 0.127
```
Forces are in eV/Å.

Highest occupied orbital energy = -12.0 eV
Charge = +2
Calculated total energy = -3156.86443 a.u.
HOMO-LUMO gap = 1.75 eV

***

# 3
Molecular formula: C28H36Cl2IrN4S2
Method: DFT, wB97M-V/def2-TZVPD

```
73
Properties=species:S:1:pos:R:3:forces:R:3:mulliken_spin:R:1
Ir 0.825 0.356 -0.372 -0.25 0.24 0.61 2.164
Cl 2.791 0.904 -2.388 0.25 -0.06 -0.16 0.058
Cl 3.582 -4.132 -0.472 0.02 -0.07 0.02 0.006
S 2.338 -1.314 -0.021 -0.08 0.20 0.07 0.305
S 0.198 2.733 -0.408 0.10 -0.11 0.14 0.067
N 0.619 3.339 -2.974 0.08 0.10 -0.07 0.011
N -1.305 -0.494 0.085 0.16 -0.04 0.08 0.440
N -1.562 3.121 -2.331 0.01 0.07 -0.10 0.010
N 0.620 0.227 1.998 -0.02 -0.10 -0.26 0.066
C 0.834 -0.607 4.114 -0.11 -0.18 0.22 0.188
C -2.531 -0.606 -0.642 -0.33 -0.14 -0.08 -0.017
C -3.883 0.601 1.303 0.11 -0.08 0.09 -0.006
C -0.184 -1.294 3.548 -0.04 -0.15 0.17 -0.005
C 1.331 0.332 3.104 0.13 0.11 -0.16 0.141
C -4.936 -0.455 -0.648 -0.01 -0.05 -0.05 -0.016
C -4.995 -1.091 -1.871 0.00 0.04 0.08 0.028
C 4.774 -2.257 -3.763 0.07 0.02 -0.14 0.024
C -2.572 -1.173 -1.939 0.12 0.06 -0.03 -0.030
C 1.994 2.308 4.378 -0.06 -0.07 0.02 0.031
C 3.819 -2.909 -1.667 0.00 0.19 -0.15 0.026
C -0.310 -0.769 2.224 0.09 0.18 -0.21 0.248
C 3.242 -1.643 -1.489 -0.06 0.09 -0.17 0.017
C -1.369 -1.526 -2.801 0.12 0.01 0.12 -0.005
C 2.903 1.996 2.065 -0.05 -0.05 0.01 0.035
C -2.785 1.608 1.649 0.04 -0.02 -0.03 -0.017
C -3.814 -1.421 -2.510 -0.03 0.04 0.00 -0.022
C -1.304 -1.065 1.249 -0.03 -0.05 -0.06 -0.003
C -3.726 -0.193 -0.004 0.04 0.01 0.01 0.041
C 3.655 0.480 3.910 -0.03 -0.08 -0.02 0.024
C 3.467 -0.706 -2.506 0.00 -0.27 0.17 0.003
C -0.660 -0.256 -3.288 -0.08 -0.19 -0.14 0.022
C -0.270 3.087 -2.024 -0.19 -0.16 -0.03 0.033
C 4.220 -0.995 -3.627 0.00 0.10 -0.10 -0.013
C 4.575 -3.215 -2.788 -0.04 -0.08 0.13 -0.013
C -0.442 -2.586 -2.197 -0.09 0.09 -0.08 0.027
C -4.241 -0.268 2.520 -0.04 0.06 -0.05 0.003
C 2.469 1.274 3.338 0.10 0.11 -0.04 0.058
H -5.855 -0.142 -0.164 0.02 0.00 -0.01 0.001
H -1.363 0.350 -3.866 0.04 0.03 0.00 0.003
H 3.230 1.289 1.301 -0.01 0.02 0.00 -0.007
H 5.367 -2.493 -4.638 -0.03 0.02 0.04 0.002
H -0.295 0.366 -2.466 0.03 -0.02 0.01 0.052
H 1.173 2.909 3.980 0.02 -0.02 0.03 -0.003
H -1.959 1.169 2.208 -0.05 0.06 0.01 0.016
H -4.990 -1.019 2.265 0.02 0.01 0.02 0.000
H -3.850 -1.887 -3.487 0.02 0.00 0.02 0.000
H -1.898 3.400 -3.239 0.00 -0.02 0.01 0.000
H 3.421 0.034 4.879 0.02 0.01 -0.05 0.001
H 0.361 -2.826 -2.898 -0.01 0.02 0.02 -0.002
H -3.369 -0.775 2.936 0.00 0.00 -0.01 0.004
H 3.962 -0.314 3.225 0.00 0.03 0.03 -0.005
H 4.501 1.154 4.050 -0.01 0.01 0.01 0.005
H -2.235 2.897 -1.618 -0.01 -0.03 0.03 0.001
H -2.109 -1.744 1.520 0.01 0.03 0.01 0.026
H -1.789 -1.978 -3.700 -0.04 -0.03 -0.02 0.000
H 1.659 1.825 5.299 0.01 0.05 -0.02 -0.002
H -0.793 -2.075 3.981 0.05 0.06 -0.02 0.002
H 5.001 -4.204 -2.884 -0.02 0.03 0.01 0.000
H -1.000 -3.504 -2.001 0.01 0.02 0.01 -0.002
H -2.353 2.061 0.757 -0.01 0.05 0.01 0.004
H -4.650 0.364 3.311 0.02 -0.03 -0.02 0.000
H 1.228 -0.714 5.112 -0.03 -0.01 -0.04 -0.012
H -4.776 1.198 1.114 -0.04 0.03 -0.05 0.000
H 4.370 -0.234 -4.381 0.00 -0.04 0.03 0.000
H -3.203 2.405 2.266 0.00 -0.02 0.00 0.000
H 0.013 -2.255 -1.270 0.07 -0.04 0.06 -0.008
H 2.822 2.973 4.625 0.00 0.00 -0.01 0.005
H -5.949 -1.307 -2.335 0.03 0.02 0.02 0.001
H 0.188 -0.505 -3.931 -0.01 0.01 0.06 -0.006
H 2.092 2.600 1.658 0.02 0.00 -0.02 -0.007
H 0.354 3.519 -3.929 0.01 0.01 0.00 0.000
H 1.591 3.409 -2.727 0.00 -0.03 0.02 0.001
H 3.738 2.661 2.294 -0.02 -0.01 0.03 -0.002
```
Forces are in eV/Å.

Highest occupied orbital energy (spin up / spin down) = -9.9 / -10.6 eV
Charge = +1
Calculated total energy = -3128.43284 a.u.
<S²> = 6.0505
HOMO-LUMO gap (spin up / spin down) = 7.28 / 5.47 eV
Multiplicity = 5

***

Number 1: molecular weight 739.83 g mol⁻¹. Number 2: molecular weight 612.83 g mol⁻¹. Number 3: molecular weight 755.88 g mol⁻¹.